C13H11F2NO2 | ωB97M-V with the def2-TZVPD basis set

Structure (XYZ):
```
29
Properties=species:S:1:pos:R:3:forces:R:3
C -0.587 3.121 3.489 1.1 -1.4 -2.6
C -1.272 1.657 3.249 0.5 1.4 1.1
C -0.999 0.875 2.014 -1.0 0.5 -1.4
C -1.952 1.006 0.944 1.5 0.5 1.7
C -1.760 0.379 -0.238 -1.8 -1.3 -3.2
O -2.752 0.389 -1.265 0.0 1.6 3.1
C -0.671 -0.413 -0.391 0.9 0.5 1.3
O -0.539 -1.187 -1.477 0.0 -0.1 -1.6
C 0.684 -1.354 -2.097 -2.0 -2.3 0.6
C 0.757 -2.635 -2.742 -1.0 2.3 1.2
C 1.860 -2.864 -3.467 1.2 -2.0 -1.3
C 2.936 -1.992 -3.390 0.2 1.3 -0.4
N 2.862 -0.825 -2.745 -0.8 0.3 0.4
C 1.711 -0.470 -2.105 2.4 -1.6 -2.3
F 1.627 0.758 -1.658 0.0 0.5 0.5
C 0.227 -0.534 0.650 1.1 -2.4 -2.6
C 0.095 -0.030 1.848 -2.7 3.4 2.5
F 0.912 -0.308 2.880 0.0 0.1 -0.3
H -0.801 3.532 4.448 -0.7 0.2 0.6
H 0.555 3.125 3.442 -1.4 -0.4 -0.1
H -0.923 3.780 2.636 0.2 -0.5 1.1
H -0.958 0.971 4.017 0.0 0.1 1.0
H -2.356 1.826 3.342 0.4 -0.2 0.0
H -2.804 1.658 0.992 -0.2 0.2 0.5
H -2.523 -0.026 -2.070 1.1 -0.9 -1.0
H -0.128 -3.267 -2.652 0.4 0.1 -0.2
H 1.960 -3.765 -4.102 -0.1 0.5 0.6
H 3.830 -2.190 -4.023 -0.5 0.3 0.9
H 1.008 -1.219 0.472 1.0 -0.8 -0.1
```
Positions in Å, forces in eV/Å.

Computed properties:
- Energy relative to the best compared isomer or geometry (same formula, charge and spin): 101.2 kJ/mol
- HOMO: -8.41 eV
- Kohn-Sham gap: 0.3264 Eh
- SMILES: CCc1cc(O)c(Oc2cccnc2F)cc1F
- Max |F|: 5.0 eV/A

These are the Mulliken partial charges, in e, on atoms 1 to 8: number 1, C, carries -0.99; number 2, C, carries -1.15; number 3, C, carries 0.76; number 4, C, carries -0.78; number 5, C, carries -0.05; number 6, O, carries -0.60; number 7, C, carries 0.40; number 8, O, carries -0.49

C13H11N2O | ωB97M-V with the def2-TZVPD basis set

Structure (XYZ):
```
27
Properties=species:S:1:pos:R:3:forces:R:3
N -3.302 -0.055 1.954 2.6 -0.4 0.3
C -2.156 -0.248 2.109 -3.0 0.6 -0.3
C -0.775 -0.480 2.341 0.6 0.3 1.2
C 0.150 0.411 1.937 -1.3 0.5 -0.4
C 1.534 0.185 2.017 2.9 -0.3 0.7
N 2.695 0.059 2.083 -2.1 0.3 -0.3
H -0.528 -1.297 3.037 0.0 0.2 -0.8
H -0.148 1.396 1.544 0.1 -0.7 -0.2
C 2.695 -2.830 3.435 0.1 0.1 0.2
C 1.186 -2.888 3.601 -1.1 0.4 -1.8
C 0.406 -3.120 2.399 1.8 -0.2 1.0
C -0.854 -3.780 2.450 -0.6 0.2 -0.2
C -1.727 -3.730 3.579 0.0 -0.3 -0.2
C -2.951 -4.394 3.550 0.3 -0.4 -0.6
C -3.319 -5.148 2.420 0.1 0.1 0.3
C -2.458 -5.208 1.311 -0.2 -0.1 0.2
C -1.263 -4.518 1.303 -0.1 0.2 0.7
O 0.674 -2.718 4.727 0.4 -0.1 0.2
H 3.019 -2.468 2.448 -0.2 -0.2 0.3
H 3.110 -2.173 4.207 0.0 -0.2 -0.1
H 3.057 -3.856 3.584 0.2 0.2 0.0
H 0.920 -3.054 1.429 -0.1 -0.4 0.5
H -1.387 -3.231 4.484 -0.1 0.0 -0.4
H -3.589 -4.376 4.438 0.1 0.0 -0.3
H -4.233 -5.736 2.443 0.1 0.1 -0.1
H -2.704 -5.849 0.465 -0.1 0.2 0.1
H -0.549 -4.583 0.482 -0.3 0.0 0.0
```
Positions in Å, forces in eV/Å.

Computed properties:
- Total charge: -1
- Energy relative to the best compared isomer or geometry (same formula, charge and spin): 79.4 kJ/mol
- HOMO: -2.88 eV
- Kohn-Sham gap: 0.1888 Eh
- Max |F|: 3.1 eV/A

These are the Mulliken partial charges, in e, on atoms 1 to 8: number 1, N, carries -0.51; number 2, C, carries 0.05; number 3, C, carries 0.43; number 4, C, carries -0.45; number 5, C, carries 0.36; number 6, N, carries -0.52; number 7, H, carries 0.20; number 8, H, carries 0.34

C13H12AuN3O3S | ωB97M-V with the def2-TZVPD basis set

Structure (XYZ):
```
33
Properties=species:S:1:pos:R:3:forces:R:3
Au -0.030 0.453 0.834 0.4 -0.3 1.2
N 0.814 2.001 -0.812 0.2 0.6 -0.8
C -0.302 2.780 -1.293 0.2 -0.2 0.1
C -1.669 2.108 -1.116 0.4 0.0 -0.2
O -2.572 2.359 -1.857 -0.3 -0.2 0.1
N -1.823 1.216 0.049 0.4 0.0 -0.3
C -2.963 0.659 0.178 -1.0 2.9 0.5
C -2.630 -1.559 -0.262 0.5 -3.4 -0.7
O -3.420 -1.655 -1.114 -0.4 1.2 0.0
O -1.804 -1.831 0.503 -0.1 0.7 0.5
H 1.592 2.551 -0.480 0.0 0.1 0.0
H 1.145 1.302 -1.464 0.0 0.0 0.0
H -0.216 3.050 -2.348 -0.3 0.1 0.0
H -0.349 3.708 -0.718 -0.1 0.0 0.0
H -3.744 0.925 -0.535 0.0 -0.4 -0.1
H -3.260 0.337 1.171 0.3 -0.8 -0.2
S 3.864 -1.851 1.438 0.0 0.0 -0.1
C 3.594 -0.848 2.788 -0.1 0.1 0.0
C 2.444 -0.128 2.662 0.1 -0.1 0.0
C 1.732 -0.375 1.448 -0.4 -0.2 0.1
C 2.402 -1.293 0.672 0.1 0.1 0.1
C 2.014 -1.830 -0.639 0.0 0.0 0.1
C 2.695 -2.914 -1.211 -0.1 0.0 -0.1
C 2.287 -3.404 -2.434 0.0 0.0 0.0
C 1.203 -2.819 -3.073 -0.1 0.0 -0.1
C 0.590 -1.751 -2.445 0.0 -0.1 0.1
N 0.980 -1.256 -1.273 0.1 0.0 0.0
H 4.291 -0.840 3.610 0.0 0.0 0.0
H 2.103 0.558 3.423 0.0 0.0 0.0
H 3.526 -3.378 -0.698 0.0 0.0 0.1
H 2.806 -4.243 -2.881 0.0 0.0 0.0
H 0.838 -3.179 -4.025 0.0 0.0 0.0
H -0.269 -1.267 -2.902 0.0 0.0 0.0
```
Positions in Å, forces in eV/Å.

Computed properties:
- Energy relative to the best compared isomer or geometry (same formula, charge and spin): 18.2 kJ/mol
- HOMO: -7.13 eV
- Kohn-Sham gap: 0.2082 Eh
- Max |F|: 3.5 eV/A

These are the Mulliken partial charges, in e, on atoms 1 to 8: number 1, Au, carries 0.40; number 2, N, carries -0.50; number 3, C, carries -0.51; number 4, C, carries 0.55; number 5, O, carries -0.53; number 6, N, carries -0.19; number 7, C, carries -0.74; number 8, C, carries 0.78

C13H12BN4O10 | ωB97M-V with the def2-TZVPD basis set

Structure (XYZ):
```
40
Properties=species:S:1:pos:R:3:forces:R:3
N -3.721 0.888 -1.004 1.3 0.9 0.0
C -2.780 1.582 -1.006 -1.1 -0.5 0.2
C -1.630 2.423 -0.998 0.3 0.6 0.2
C -0.269 1.813 -0.666 -0.4 -0.7 -1.9
C 0.794 2.633 -1.309 2.3 -1.5 0.4
N 2.102 2.240 -1.461 -2.5 2.5 -0.1
O 2.670 1.189 -1.685 0.4 -0.2 0.4
O 2.844 3.492 -1.502 0.5 -1.2 -0.7
N 2.013 4.572 -1.478 -3.2 -1.6 0.3
C 0.742 4.017 -1.369 2.2 2.7 0.4
C -0.552 4.634 -1.175 -0.2 1.0 0.7
N -0.729 6.019 -0.827 -0.2 -0.2 0.1
O 0.237 6.807 -0.766 -0.8 -1.1 -0.3
O -1.897 6.393 -0.548 1.0 -0.1 -0.3
C -1.704 3.796 -1.056 0.0 -0.4 0.0
H -0.191 0.784 -1.040 -0.1 0.1 0.4
H -2.661 4.306 -0.927 0.3 -0.2 -0.4
C 3.216 -3.664 -0.994 0.4 0.1 -0.2
C 2.236 -2.892 -0.165 0.4 1.1 0.5
O 1.069 -3.602 0.031 0.1 0.4 0.3
B 0.186 -3.112 0.973 0.1 0.9 0.0
H -0.132 1.850 0.399 0.2 -0.3 0.6
O -1.155 -3.309 0.811 -0.1 0.1 -0.1
C -1.879 -3.086 -0.346 0.7 0.7 -0.9
C -3.181 -3.812 -0.228 -0.5 0.0 -0.2
O -1.481 -2.399 -1.263 -0.6 -1.3 1.6
O 0.645 -2.510 2.136 -0.6 0.0 -0.3
C 0.241 -1.253 2.549 -0.1 0.5 -0.9
C 0.660 -1.070 3.976 0.0 0.4 0.4
O -0.300 -0.443 1.827 0.7 -1.5 1.1
O 2.429 -1.783 0.286 -0.3 -1.7 -0.8
H 2.818 -4.604 -1.392 0.0 0.3 0.2
H 3.533 -3.007 -1.816 0.0 -0.2 0.2
H 4.098 -3.855 -0.361 -0.3 0.0 -0.3
H -3.450 -3.953 0.827 0.1 0.1 -0.4
H -3.956 -3.250 -0.754 0.1 0.0 0.1
H -3.103 -4.796 -0.713 0.1 0.2 0.2
H 1.619 -1.566 4.188 -0.4 0.1 -0.2
H 0.730 -0.007 4.201 0.1 0.0 -0.1
H -0.112 -1.466 4.646 0.1 -0.2 -0.2
```
Positions in Å, forces in eV/Å.

Computed properties:
- Total charge: -1
- Energy relative to the best compared isomer or geometry (same formula, charge and spin): 36.3 kJ/mol
- HOMO: -3.96 eV
- Kohn-Sham gap: 0.2155 Eh
- Max |F|: 3.6 eV/A

These are the Mulliken partial charges, in e, on atoms 1 to 8: number 1, N, carries -0.68; number 2, C, carries 0.11; number 3, C, carries -0.08; number 4, C, carries -0.16; number 5, C, carries 0.12; number 6, N, carries 0.74; number 7, O, carries -0.76; number 8, O, carries -0.23

C13H12N2O9W | ωB97M-V with the def2-TZVPD basis set

Structure (XYZ):
```
37
Properties=species:S:1:pos:R:3:forces:R:3
W -0.845 -0.605 -0.583 1.8 1.6 -0.7
O 1.188 -0.538 -1.421 -0.1 -0.4 0.1
C 1.682 -1.848 -1.868 0.1 0.0 -0.1
C 1.276 -2.841 -0.810 -0.1 -0.1 0.1
N -0.215 -2.808 -0.666 -0.2 -0.2 0.1
C -0.738 -3.336 0.647 0.0 0.1 -0.3
C -1.838 -2.399 1.124 0.3 -0.6 0.1
O -2.202 -2.227 2.222 -0.5 0.0 0.0
O -2.284 -1.596 0.022 0.1 0.0 0.6
C -0.934 -3.447 -1.825 0.2 0.0 0.2
C -1.878 -2.431 -2.427 0.4 -0.2 0.2
O -2.961 -2.596 -2.834 -0.1 0.1 -0.3
O -1.261 -1.169 -2.319 -1.0 -0.4 -0.4
H 1.586 0.187 -1.939 -0.4 -0.1 0.1
H 2.763 -1.806 -1.963 0.1 0.1 0.1
H 1.238 -2.055 -2.840 0.0 0.0 -0.1
H 1.708 -2.559 0.145 0.0 0.0 0.1
H 1.623 -3.840 -1.072 0.0 -0.1 0.0
H 0.037 -3.344 1.408 0.1 0.0 0.0
H -1.145 -4.343 0.562 0.1 -0.1 -0.1
H -1.492 -4.323 -1.512 0.0 -0.1 0.0
H -0.215 -3.755 -2.583 0.0 0.0 0.0
O 0.477 -0.632 3.243 0.1 -0.1 0.0
C -0.098 -0.289 2.285 -0.2 0.1 0.0
O 0.249 -0.744 0.978 -0.1 -0.3 0.3
C -1.260 0.651 2.146 0.0 -0.1 -0.2
C -1.932 1.402 3.082 -0.1 0.1 0.2
C -2.914 2.278 2.616 0.0 0.0 0.1
C -3.170 2.438 1.250 -0.1 0.1 0.1
C -2.443 1.659 0.384 0.5 -0.1 0.0
N -1.570 0.776 0.866 -0.4 0.2 -0.1
C -2.311 1.631 -1.123 -0.3 0.4 0.5
O -3.113 1.880 -1.937 0.2 0.2 -0.2
O -1.008 1.110 -1.390 -0.5 -0.5 -0.2
H -1.692 1.321 4.134 0.0 0.0 0.0
H -3.462 2.881 3.328 0.0 0.0 0.0
H -3.886 3.162 0.886 0.0 0.0 0.0
```
Positions in Å, forces in eV/Å.

Computed properties:
- Total charge: +2
- Energy relative to the best compared isomer or geometry (same formula, charge and spin): 0.0 kJ/mol
- HOMO: -17.86 eV
- Kohn-Sham gap: 0.2988 Eh
- Max |F|: 2.6 eV/A

These are the Mulliken partial charges, in e, on atoms 1 to 8: number 1, W, carries 2.33; number 2, O, carries -0.47; number 3, C, carries -0.41; number 4, C, carries -0.79; number 5, N, carries -0.17; number 6, C, carries -0.58; number 7, C, carries 0.55; number 8, O, carries -0.40

C13H12N5ReS2Se | ωB97M-V with the def2-TZVPD basis set

Structure (XYZ):
```
34
Properties=species:S:1:pos:R:3:forces:R:3
Re 0.504 0.079 0.741 -0.2 -4.2 0.7
S 1.587 -1.320 2.308 -0.2 1.5 -0.8
C 2.290 -2.185 0.956 0.4 -0.8 -0.2
S 1.647 -1.546 -0.542 -0.5 1.0 0.7
C 3.200 -3.200 1.027 -0.9 0.9 0.1
C 3.711 -3.785 -0.153 0.1 0.0 -0.3
N 4.138 -4.225 -1.121 0.1 -0.2 -0.4
C 3.665 -3.703 2.263 0.0 0.0 0.2
N 4.036 -4.116 3.264 0.1 -0.1 0.5
C -2.895 0.182 -0.484 0.2 -0.3 -0.1
C -2.158 -1.149 -0.342 -0.1 0.2 -0.4
C -3.137 -2.333 -0.279 0.3 0.2 0.0
C -1.278 -1.144 0.894 0.7 0.4 0.2
H -3.585 0.147 -1.320 -0.1 0.1 -0.1
H -2.184 0.991 -0.658 0.0 0.2 0.0
H -3.457 0.404 0.420 -0.1 0.0 0.1
H -1.532 -1.310 -1.232 -0.1 0.1 0.1
H -3.675 -2.357 0.666 -0.1 0.0 0.1
H -2.603 -3.272 -0.403 0.0 -0.1 0.1
H -3.858 -2.252 -1.087 -0.1 0.0 -0.1
H -0.991 -2.169 1.144 0.2 0.3 0.0
H -1.815 -0.693 1.743 0.1 -0.1 0.0
Se 0.006 3.762 2.494 0.1 -0.3 -0.3
N 0.408 4.741 1.127 0.2 1.1 -0.5
C 0.577 4.001 0.034 -0.2 -0.5 0.9
C 0.971 4.365 -1.269 0.1 -0.2 -0.4
C 1.119 3.351 -2.191 -0.1 0.6 0.1
C 0.866 2.011 -1.858 -0.2 -0.4 0.2
N 0.482 1.639 -0.645 0.3 0.4 -0.3
C 0.362 2.615 0.278 -0.3 1.3 1.0
N 0.055 2.275 1.533 0.1 -1.1 -0.7
H 1.160 5.398 -1.511 0.0 0.1 -0.1
H 1.422 3.573 -3.203 0.0 0.0 0.0
H 0.963 1.222 -2.591 0.1 0.0 0.0
```
Positions in Å, forces in eV/Å.

Computed properties:
- Total charge: +1
- Energy relative to the best compared isomer or geometry (same formula, charge and spin): 86.3 kJ/mol
- HOMO (spin up / spin down): -11.45 / -11.87 eV
- Kohn-Sham gap (spin up / spin down): 0.1855 / 0.2043 Eh
- Max |F|: 4.3 eV/A
- Spin multiplicity: 2

These are the Mulliken partial charges, in e, on atoms 1 to 8: number 1, Re, carries 0.26; number 2, S, carries -0.28; number 3, C, carries 0.53; number 4, S, carries -0.30; number 5, C, carries 0.65; number 6, C, carries -0.12; number 7, N, carries -0.36; number 8, C, carries -0.11

Copy entry 5 word for word.
C13H12N2O9W | ωB97M-V with the def2-TZVPD basis set

Structure (XYZ):
```
37
Properties=species:S:1:pos:R:3:forces:R:3
W -0.845 -0.605 -0.583 1.8 1.6 -0.7
O 1.188 -0.538 -1.421 -0.1 -0.4 0.1
C 1.682 -1.848 -1.868 0.1 0.0 -0.1
C 1.276 -2.841 -0.810 -0.1 -0.1 0.1
N -0.215 -2.808 -0.666 -0.2 -0.2 0.1
C -0.738 -3.336 0.647 0.0 0.1 -0.3
C -1.838 -2.399 1.124 0.3 -0.6 0.1
O -2.202 -2.227 2.222 -0.5 0.0 0.0
O -2.284 -1.596 0.022 0.1 0.0 0.6
C -0.934 -3.447 -1.825 0.2 0.0 0.2
C -1.878 -2.431 -2.427 0.4 -0.2 0.2
O -2.961 -2.596 -2.834 -0.1 0.1 -0.3
O -1.261 -1.169 -2.319 -1.0 -0.4 -0.4
H 1.586 0.187 -1.939 -0.4 -0.1 0.1
H 2.763 -1.806 -1.963 0.1 0.1 0.1
H 1.238 -2.055 -2.840 0.0 0.0 -0.1
H 1.708 -2.559 0.145 0.0 0.0 0.1
H 1.623 -3.840 -1.072 0.0 -0.1 0.0
H 0.037 -3.344 1.408 0.1 0.0 0.0
H -1.145 -4.343 0.562 0.1 -0.1 -0.1
H -1.492 -4.323 -1.512 0.0 -0.1 0.0
H -0.215 -3.755 -2.583 0.0 0.0 0.0
O 0.477 -0.632 3.243 0.1 -0.1 0.0
C -0.098 -0.289 2.285 -0.2 0.1 0.0
O 0.249 -0.744 0.978 -0.1 -0.3 0.3
C -1.260 0.651 2.146 0.0 -0.1 -0.2
C -1.932 1.402 3.082 -0.1 0.1 0.2
C -2.914 2.278 2.616 0.0 0.0 0.1
C -3.170 2.438 1.250 -0.1 0.1 0.1
C -2.443 1.659 0.384 0.5 -0.1 0.0
N -1.570 0.776 0.866 -0.4 0.2 -0.1
C -2.311 1.631 -1.123 -0.3 0.4 0.5
O -3.113 1.880 -1.937 0.2 0.2 -0.2
O -1.008 1.110 -1.390 -0.5 -0.5 -0.2
H -1.692 1.321 4.134 0.0 0.0 0.0
H -3.462 2.881 3.328 0.0 0.0 0.0
H -3.886 3.162 0.886 0.0 0.0 0.0
```
Positions in Å, forces in eV/Å.

Computed properties:
- Total charge: +2
- Energy relative to the best compared isomer or geometry (same formula, charge and spin): 0.0 kJ/mol
- HOMO: -17.86 eV
- Kohn-Sham gap: 0.2988 Eh
- Max |F|: 2.6 eV/A

These are the Mulliken partial charges, in e, on atoms 1 to 8: number 1, W, carries 2.33; number 2, O, carries -0.47; number 3, C, carries -0.41; number 4, C, carries -0.79; number 5, N, carries -0.17; number 6, C, carries -0.58; number 7, C, carries 0.55; number 8, O, carries -0.40

Which formula does entry 4 have?
C13H12BN4O10